{
  "formula": "C7H11FOS3",
  "method": "ωB97M-V/def2-TZVPD",
  "elements": ["C", "C", "C", "C", "C", "C", "C", "H", "H", "H", "H", "H", "H", "H", "H", "H", "H", "H", "O", "F", "S", "S", "S"],
  "positions_angstrom": [[-1.17956, 0.56161, -3.15954], [-1.80238, 1.58746, -2.26970], [-1.38603, 2.04565, -1.07907], [-0.21748, 1.60645, -0.26635], [1.48288, 0.77012, 2.96644], [0.85259, -1.48312, 1.57004], [0.33901, -2.25179, 0.36809], [-1.55964, -0.43570, -2.92690], [-0.08968, 0.57249, -3.11668], [-2.69556, 2.03830, -2.69585], [-1.94268, 2.85724, -0.61693], [0.17002, 2.40880, 0.38477], [2.51287, 0.40717, 3.02043], [0.91438, 0.38426, 3.81775], [1.49625, 1.86135, 3.02585], [0.48942, -1.69000, -0.55666], [-0.72998, -2.43252, 0.50498], [1.18481, -4.15737, 1.49654], [1.27539, -2.00159, 2.59705], [-1.52184, 0.83218, -4.45205], [0.49720, 0.09291, -0.21156], [0.71413, 0.27093, 1.41027], [1.19589, -3.84483, 0.18908]],
  "fmax_ev_per_a": 18.76,
  "lumo_energy_ev": -0.9652,
  "gap_ev": 5.80,
  "e_tot_ev": -44697.773,
  "e_homo_ev": -6.77,
  "de_lowest_kj_mol": 34.81
}